Entry 1:
The following is a quantum chemistry calculation of C25H50ClNP2Si2W as an isolated structure at a distorted geometry, from the Open Molecules 2025 dataset.

Calculated values
Charge   0
Multiplicity   3

Each line ends with the Löwdin charge.
Positions of all 82 atoms, in Å:
1 W 0.166 0.208 0.264  0.896
2 C -1.623 -0.015 1.768  -0.236
3 C -0.462 -0.573 2.360  -0.371
4 C 0.504 0.501 2.406  -0.264
5 Si -0.568 -2.364 2.962  0.544
6 C -0.097 1.671 1.867  -0.268
7 C -1.448 1.360 1.470  -0.373
8 Si -2.950 2.306 0.813  0.544
9 H -2.566 -0.589 1.565  0.121
10 H 1.483 0.435 2.862  0.104
11 H 0.347 2.664 1.840  0.107
12 Cl 2.091 0.389 -1.478  0.230
13 C -4.608 1.544 1.244  -0.165
14 C -2.804 4.055 1.446  -0.167
15 C -2.306 -2.974 3.317  -0.165
16 C 0.528 -2.497 4.465  -0.167
17 H -2.952 4.082 2.538  0.044
18 H -3.586 4.678 0.992  0.038
19 H -1.833 4.521 1.226  0.024
20 H -4.704 0.536 0.830  0.035
21 H -5.426 2.132 0.816  0.037
22 H -4.785 1.490 2.325  0.038
23 H 0.117 -1.899 5.295  0.045
24 H 1.559 -2.163 4.286  0.023
25 H 0.567 -3.543 4.799  0.038
26 H -2.804 -2.406 4.111  0.038
27 H -2.288 -4.021 3.636  0.037
28 H -2.933 -2.936 2.421  0.035
29 C -2.639 2.074 -1.044  -0.388
30 C 0.067 -3.225 1.395  -0.388
31 P -0.858 1.921 -1.397  0.929
32 H -3.115 2.916 -1.570  0.043
33 H -3.093 1.105 -1.331  0.058
34 P 1.225 -2.158 0.478  0.929
35 H -0.807 -3.372 0.729  0.058
36 H 0.510 -4.187 1.699  0.043
37 C 1.764 -3.156 -0.990  -0.513
38 C 2.733 -2.070 1.613  -0.528
39 C -0.185 3.645 -1.012  -0.528
40 C -0.733 1.733 -3.238  -0.513
41 C -0.616 0.247 -3.629  -0.143
42 H 0.198 2.240 -3.560  0.107
43 C -1.927 2.381 -3.943  -0.127
44 H -2.869 1.898 -3.644  0.076
45 H -1.819 2.288 -5.034  0.086
46 H -2.024 3.444 -3.700  0.047
47 H 0.355 -0.145 -3.315  -0.002
48 H -0.692 0.120 -4.722  0.085
49 H -1.390 -0.371 -3.146  0.048
50 H -0.377 3.759 0.066  0.057
51 C -0.948 4.755 -1.750  -0.115
52 C 1.333 3.733 -1.233  -0.132
53 H -2.028 4.730 -1.533  0.063
54 H -0.813 4.663 -2.840  0.069
55 H -0.560 5.734 -1.416  0.085
56 H 1.884 3.041 -0.579  0.040
57 H 1.665 4.757 -0.993  0.081
58 H 1.589 3.503 -2.281  0.069
59 H 2.347 -1.565 2.512  0.058
60 C 3.849 -1.193 1.022  -0.132
61 C 3.241 -3.458 2.030  -0.116
62 H 2.454 -4.060 2.512  0.063
63 H 4.062 -3.333 2.758  0.085
64 H 3.614 -4.016 1.155  0.069
65 H 3.516 -0.157 0.865  0.039
66 H 4.196 -1.600 0.058  0.070
67 H 4.692 -1.170 1.733  0.081
68 C 0.934 -2.791 -2.236  -0.143
69 C 1.669 -4.656 -0.704  -0.127
70 H 2.819 -2.892 -1.200  0.107
71 H 0.631 -4.952 -0.496  0.077
72 H 2.263 -4.950 0.167  0.047
73 H 2.029 -5.231 -1.571  0.086
74 H -0.149 -2.804 -2.032  0.048
75 H 1.147 -3.483 -3.068  0.085
76 H 1.188 -1.781 -2.570  -0.001
77 C 4.077 1.013 -2.385  -0.210
78 H 4.379 1.573 -1.516  -0.027
79 H 4.359 -0.020 -2.491  -0.035
80 H 3.573 1.502 -3.200  -0.035
81 N -2.149 -1.611 -1.110  0.016
82 C -1.193 -0.959 -0.759  -0.503

---

Entry 2:
The following is a quantum chemistry calculation of one molecule with the formula C25H50NO3 at a distorted geometry, from the Open Molecules 2025 dataset.

Calculated values
Charge   0
Multiplicity   2

Each line ends with the Löwdin charge.
Positions of all 79 atoms, in Å:
1 C 8.992 -2.663 -0.633  -0.129
2 O 8.495 -1.874 0.533  -0.268
3 C 7.106 -2.299 0.852  -0.223
4 C 5.990 -1.235 0.277  -0.182
5 C 6.314 0.338 0.613  -0.218
6 C 5.001 1.293 0.272  -0.227
7 C 4.886 1.718 -1.311  -0.225
8 C 3.364 1.469 -1.952  -0.214
9 C 2.426 2.693 -1.366  -0.221
10 C 1.078 2.989 -2.295  -0.216
11 C 0.153 1.643 -2.544  -0.211
12 C -1.276 1.827 -1.707  -0.203
13 C -1.036 1.243 -0.192  -0.147
14 C -2.024 -0.048 0.185  -0.358
15 C -1.619 -1.269 -0.831  -0.167
16 C -2.683 -2.519 -0.875  -0.189
17 C -3.551 -2.324 -2.290  -0.173
18 C -5.066 -2.944 -2.216  -0.230
19 O -6.021 -1.875 -2.654  -0.173
20 C -1.667 -0.539 1.706  -0.085
21 C -2.898 -0.384 2.791  -0.398
22 C -3.934 -1.698 2.792  -0.044
23 C -2.161 -0.453 4.292  -0.080
24 N -3.613 0.945 2.756  -0.144
25 O -4.554 1.067 3.708  -0.045
26 C -4.095 1.342 1.386  -0.405
27 C -5.758 1.267 1.399  -0.076
28 C -3.735 2.960 1.187  -0.051
29 C -3.599 0.398 0.147  -0.081
30 H 8.163 -2.858 -1.439  0.095
31 H 9.837 -2.008 -1.146  0.103
32 H 9.491 -3.682 -0.301  0.102
33 H 6.918 -3.345 0.317  0.121
34 H 7.053 -2.481 2.013  0.131
35 H 5.896 -1.353 -0.889  0.114
36 H 4.966 -1.497 0.804  0.119
37 H 6.565 0.436 1.770  0.120
38 H 7.232 0.779 0.014  0.119
39 H 5.083 2.302 0.899  0.115
40 H 4.036 0.709 0.635  0.106
41 H 5.145 2.878 -1.366  0.109
42 H 5.639 1.063 -1.959  0.110
43 H 3.010 0.426 -1.525  0.106
44 H 3.389 1.504 -3.131  0.119
45 H 2.014 2.461 -0.272  0.114
46 H 3.097 3.674 -1.326  0.111
47 H 1.344 3.563 -3.307  0.115
48 H 0.425 3.750 -1.664  0.103
49 H -0.078 1.586 -3.712  0.113
50 H 0.710 0.634 -2.267  0.102
51 H -1.703 2.916 -1.752  0.109
52 H -2.051 1.125 -2.281  0.100
53 H -1.116 2.100 0.615  0.112
54 H 0.070 0.798 -0.171  0.115
55 H -1.403 -0.950 -1.936  0.106
56 H -0.593 -1.718 -0.417  0.123
57 H -2.182 -3.588 -0.870  0.116
58 H -3.399 -2.501 0.080  0.090
59 H -3.640 -1.140 -2.421  0.111
60 H -2.915 -2.718 -3.220  0.128
61 H -5.398 -3.328 -1.162  0.123
62 H -5.131 -3.771 -3.067  0.123
63 H -6.964 -2.175 -2.431  0.105
64 H -1.180 -1.628 1.728  0.136
65 H -0.796 0.181 2.092  0.130
66 H -4.833 -1.534 2.031  0.075
67 H -4.285 -1.982 3.872  0.087
68 H -3.298 -2.587 2.334  0.084
69 H -2.968 -0.729 5.126  0.087
70 H -1.758 0.623 4.576  0.096
71 H -1.309 -1.263 4.313  0.091
72 H -6.162 0.237 1.827  0.088
73 H -6.091 1.273 0.253  0.099
74 H -6.257 2.205 1.911  0.089
75 H -4.603 3.624 1.659  0.091
76 H -2.768 3.179 1.841  0.088
77 H -3.550 3.238 0.058  0.082
78 H -3.805 1.019 -0.852  0.132
79 H -4.364 -0.514 0.091  0.118

---

Entry 3:
The following is a quantum chemistry calculation of a 8-piece molecular cluster, C25H50O9 overall at a distorted geometry, from the Open Molecules 2025 dataset.

Calculated values
Charge   0
SMILES   CCOC(C)=O.CC(C)=O.CC(C)=O.CC(C)=O.CC(C)=O.CC(C)=O.CC(C)=O.CC(C)=O

Each line ends with the Löwdin charge.
Positions of all 84 atoms, in Å:
1 C -5.099 3.217 3.053  -0.076
2 C -3.946 2.217 3.180  -0.252
3 O -2.691 2.759 2.890  0.028
4 C -1.634 2.018 2.936  -0.465
5 C -0.251 2.796 2.754  0.036
6 O -1.460 0.778 3.078  0.014
7 H -4.867 4.046 3.770  0.086
8 H -6.178 2.918 3.344  0.108
9 H -5.152 3.564 2.012  0.068
10 H -4.058 1.974 4.291  0.140
11 H -4.038 1.210 2.735  0.128
12 H 0.411 2.648 1.882  0.066
13 H 0.434 2.506 3.584  0.061
14 H -0.584 3.840 2.753  0.073
15 C -1.956 -4.186 -0.252  -0.047
16 C -3.223 -3.407 0.149  -0.371
17 C -4.356 -3.535 -0.914  -0.018
18 O -3.435 -2.755 1.261  -0.024
19 H -0.826 -3.743 0.108  0.143
20 H -1.757 -4.319 -1.240  -0.012
21 H -2.006 -5.276 0.218  0.127
22 H -4.730 -4.391 -0.825  -0.018
23 H -3.914 -3.476 -1.962  0.107
24 H -5.186 -2.781 -0.836  0.103
25 C -1.627 2.664 -2.840  -0.034
26 C -2.917 2.816 -2.094  -0.325
27 C -3.272 1.601 -1.246  -0.031
28 O -3.591 4.003 -2.102  -0.045
29 H -1.070 3.560 -2.689  0.090
30 H -1.675 2.099 -3.700  0.064
31 H -0.867 2.232 -2.246  0.046
32 H -2.758 1.671 -0.433  -0.008
33 H -3.564 0.608 -1.815  0.133
34 H -4.300 1.620 -0.708  0.105
35 C 0.796 -3.502 -5.283  -0.052
36 C 1.114 -3.519 -3.854  -0.460
37 C 2.518 -3.004 -3.497  -0.035
38 O 0.223 -3.655 -2.935  -0.014
39 H 0.684 -2.454 -5.812  0.134
40 H -0.131 -4.087 -5.278  0.079
41 H 1.599 -4.156 -5.800  0.114
42 H 2.571 -1.864 -3.521  0.078
43 H 3.240 -3.396 -4.221  0.074
44 H 2.788 -3.033 -2.381  0.099
45 C 0.870 -0.691 1.373  0.007
46 C 0.729 -0.042 -0.093  -0.318
47 C 0.430 -1.085 -1.187  -0.029
48 O 0.938 1.209 -0.328  -0.029
49 H 1.587 -1.475 1.365  0.072
50 H -0.065 -1.214 1.710  0.111
51 H 1.258 -0.103 1.977  -0.052
52 H -0.582 -1.376 -1.153  0.051
53 H 1.035 -1.992 -0.916  0.083
54 H 0.682 -0.663 -2.243  0.104
55 C 1.525 1.266 -5.521  -0.024
56 C 2.531 2.009 -4.665  -0.420
57 C 2.957 1.454 -3.362  -0.030
58 O 3.075 3.115 -5.194  -0.047
59 H 0.785 1.120 -4.639  0.111
60 H 1.966 0.366 -5.715  0.025
61 H 1.398 1.685 -6.546  0.109
62 H 2.046 1.587 -2.677  0.101
63 H 3.629 2.131 -2.912  0.066
64 H 3.173 0.393 -3.605  0.094
65 C 1.145 -0.087 4.896  -0.066
66 C 0.526 0.824 5.942  -0.313
67 C -0.339 0.106 7.019  -0.039
68 O 0.948 2.176 6.020  -0.101
69 H 1.581 0.468 4.126  0.016
70 H 0.245 -0.535 4.125  0.140
71 H 1.766 -0.908 5.446  0.121
72 H 0.299 -0.685 7.493  0.091
73 H -1.298 -0.340 6.583  0.112
74 H -0.555 0.685 7.858  0.040
75 C 4.114 1.152 0.373  -0.033
76 C 4.528 -0.280 0.379  -0.493
77 C 5.054 -0.678 1.725  -0.044
78 O 4.290 -1.049 -0.539  0.058
79 H 5.031 1.844 0.748  0.144
80 H 3.298 1.583 0.845  0.043
81 H 4.004 1.536 -0.635  0.054
82 H 5.293 -1.741 1.777  0.080
83 H 4.726 -0.249 2.695  0.098
84 H 6.085 -0.324 1.910  0.088

---

| no. | energy (eV) |
| --- | --- |
| 1 | -76908.5333 |
| 2 | -34354.7717 |
| 3 | -45151.1994 |